1.
Computed, not measured: one molecule with the formula C17H19N3O2 at a distorted geometry, with the ωB97M-V functional and the def2-TZVPD basis.

Each line ends with the Mulliken charge.
Element x y z (Å)
C -3.099 -2.679 0.199  -0.56
O -3.678 -1.405 -0.243  -0.42
C -3.148 -0.340 -0.062  0.44
C -4.007 0.859 -0.420  -0.92
C -3.431 2.110 -0.276  -0.32
C -2.194 2.107 0.457  -0.12
C -1.402 1.015 0.611  0.04
C 0.053 1.025 1.011  0.54
O 0.330 0.803 2.240  -0.70
N 0.923 1.916 0.278  0.15
C 0.749 2.162 -0.885  -0.92
C 1.637 1.171 -1.867  -0.95
N 2.396 0.389 -0.805  -0.09
C 1.945 -0.866 -0.507  1.02
C 2.598 -1.418 0.741  -0.45
C 2.048 -2.507 0.899  -0.40
C 1.034 -3.281 0.544  -0.64
C 0.648 -2.573 -0.712  -0.60
N 0.953 -1.399 -0.994  -0.34
C 3.226 1.363 -0.178  -0.77
C 2.333 2.025 0.903  -0.77
C -1.870 -0.343 0.260  -0.82
H -3.696 -3.500 -0.087  0.30
H -2.981 -2.567 1.266  0.36
H -2.176 -2.887 -0.342  0.05
H -4.929 0.660 -0.679  0.65
H -4.065 3.163 -0.345  0.22
H -1.790 3.314 0.344  0.14
H -0.192 2.091 -1.247  0.61
H 1.257 3.108 -1.125  0.29
H 2.137 1.493 -2.804  0.40
H 0.812 0.365 -1.927  0.35
H 3.259 -1.117 1.352  0.63
H 2.462 -2.969 2.015  0.00
H 0.634 -4.336 0.761  0.32
H -0.045 -3.180 -1.354  0.56
H 3.636 1.942 -0.948  0.48
H 4.065 0.927 0.415  0.32
H 2.292 1.369 1.837  0.30
H 2.576 2.963 1.003  0.51
H -1.300 -0.974 0.672  1.15

Calculated total energy in a.u.: -973.49771
Energy relative to the best compared isomer or geometry (same formula, charge and spin) in kJ/mol: 1395.6
E_HOMO in eV: -7.729
SMILES: COc1cccc(C(=O)N2CCN(c3ccccn3)CC2)c1
Frontier orbital gap in eV: 8.5
E_LUMO in eV: 0.7

---

2.
Computed, not measured: one molecule with the formula C17H19N3O2S, with the ωB97M-V functional and the def2-TZVPD basis.

Each line ends with the Mulliken charge.
Element x y z (Å)
O 3.465 -1.784 0.553  -0.66
C 2.987 -0.938 -0.171  0.71
C 3.442 0.528 -0.168  -1.02
N 2.378 1.406 0.246  0.16
C 2.008 1.565 1.635  -0.57
C 0.650 2.284 1.558  -0.41
N 0.426 2.423 0.138  0.22
C -0.827 2.879 -0.415  -1.73
C -1.886 1.804 -0.403  0.80
C -1.857 0.805 -1.368  -0.16
C -2.816 -0.192 -1.373  -0.68
C -3.810 -0.201 -0.409  -0.36
C -3.837 0.783 0.563  -0.76
C -2.876 1.780 0.568  -0.28
C 1.367 1.775 -0.595  0.36
O 1.344 1.582 -1.799  -0.73
N 1.995 -1.167 -1.056  -0.03
C 1.283 -2.421 -1.081  -0.98
C 0.013 -2.374 -0.287  0.66
C -1.063 -3.201 -0.361  -0.83
C -2.054 -2.907 0.603  -0.55
C -1.718 -1.857 1.391  -0.55
S -0.183 -1.205 0.974  0.15
H 3.739 0.817 -1.180  0.40
H 4.287 0.641 0.513  0.40
H 1.929 0.591 2.130  0.33
H 2.763 2.161 2.159  0.30
H 0.678 3.271 2.035  0.38
H -0.150 1.695 2.020  0.20
H -1.154 3.754 0.155  0.52
H -0.619 3.177 -1.447  0.45
H -1.078 0.820 -2.116  0.38
H -2.789 -0.962 -2.129  0.37
H -4.563 -0.976 -0.416  0.44
H -4.609 0.776 1.319  0.40
H -2.905 2.552 1.325  0.38
H 1.636 -0.390 -1.599  0.27
H 1.956 -3.169 -0.642  0.32
H 1.066 -2.705 -2.115  0.33
H -1.145 -4.000 -1.075  0.46
H -2.974 -3.456 0.700  0.43
H -2.275 -1.413 2.192  0.45

Calculated total energy in a.u.: -1372.19749
Energy relative to the best compared isomer or geometry (same formula, charge and spin) in kJ/mol: 35.1
E_HOMO in eV: -8.544
SMILES: O=C(CN1CCN(Cc2ccccc2)C1=O)NCc1cccs1
Frontier orbital gap in eV: 9.2
E_LUMO in eV: 0.6

---

3.
Computed, not measured: one molecule with the formula C17H19N3O3S at a distorted geometry, with the ωB97M-V functional and the def2-TZVPD basis.

Each line ends with the Mulliken charge.
Element x y z (Å)
C -3.992 -1.351 0.515  -1.06
N -2.959 -0.623 1.245  0.31
C -3.284 -0.175 2.630  -0.93
C -1.605 -1.240 1.094  -1.69
C -0.388 -0.355 1.350  0.95
O 0.106 -0.364 2.493  -0.64
N 0.267 0.352 0.321  0.96
C 1.513 0.992 0.513  0.16
C 1.606 2.243 1.115  -0.49
C 2.830 2.912 1.268  -0.76
C 4.008 2.298 0.804  -0.60
C 3.945 1.000 0.281  -0.47
C 2.710 0.339 0.146  -0.21
N 2.605 -0.944 -0.403  0.12
C 2.558 -2.105 0.502  -0.92
S 1.950 -1.083 -1.986  1.47
O 2.869 -0.510 -2.952  -0.73
O 1.726 -2.501 -2.346  -0.71
C 0.361 -0.180 -2.070  0.15
C -0.238 -0.024 -3.335  -0.61
C -1.392 0.688 -3.530  -0.66
C -1.999 1.298 -2.402  -0.74
C -1.452 1.130 -1.117  -0.18
C -0.258 0.413 -0.963  0.10
H -3.706 -1.556 -0.498  0.27
H -4.145 -2.286 1.073  0.40
H -4.959 -0.834 0.483  0.31
H -2.570 0.576 3.029  0.24
H -3.297 -1.027 3.313  0.33
H -4.268 0.307 2.615  0.35
H -1.565 -2.039 1.811  0.65
H -1.426 -1.635 0.102  0.42
H 0.673 2.683 1.482  0.41
H 2.839 3.863 1.784  0.41
H 4.972 2.759 0.984  0.38
H 4.862 0.507 -0.060  0.45
H 2.824 -1.822 1.529  0.37
H 3.230 -2.896 0.163  0.32
H 1.547 -2.500 0.513  0.29
H 0.201 -0.459 -4.243  0.39
H -1.833 0.748 -4.524  0.41
H -2.954 1.830 -2.494  0.37
H -1.913 1.572 -0.235  0.39

Calculated total energy in a.u.: -1447.31437
Energy relative to the best compared isomer or geometry (same formula, charge and spin) in kJ/mol: 324.1
E_HOMO in eV: -8.603
SMILES: CN(C)CC(=O)N1c2ccccc2N(C)S(=O)(=O)c2ccccc21
Frontier orbital gap in eV: 8.8
E_LUMO in eV: 0.2

---

4.
Computed, not measured: one molecule with the formula C17H19N3O4S at a distorted geometry, with the ωB97M-V functional and the def2-TZVPD basis.

Each line ends with the Mulliken charge.
Element x y z (Å)
C -3.553 -3.038 0.314  -1.64
C -2.147 -2.628 0.039  0.87
C -1.188 -3.558 -0.359  -0.96
C 0.126 -3.190 -0.567  -0.87
C 0.534 -1.875 -0.355  0.56
C 1.972 -1.533 -0.579  0.49
O 2.645 -2.103 -1.408  -0.65
N 2.427 -0.544 0.250  -0.07
C 3.696 0.027 0.306  0.74
C 4.733 -0.307 -0.562  -0.28
C 5.947 0.341 -0.403  -0.47
N 6.185 1.258 0.519  -0.61
C 5.198 1.572 1.340  -0.45
C 3.942 0.995 1.282  -0.45
C -0.419 -0.931 0.014  -0.71
C -1.736 -1.306 0.185  0.22
S -2.863 -0.006 0.708  1.24
O -4.173 -0.196 0.151  -0.70
O -2.747 0.123 2.131  -0.71
N -2.136 1.355 0.013  0.09
C -2.486 2.593 0.690  -0.53
C -1.668 3.723 0.066  -0.69
O -1.916 3.822 -1.317  -0.38
C -1.608 2.620 -1.979  -0.62
C -2.409 1.447 -1.409  -0.61
H -3.692 -4.099 0.122  0.41
H -3.801 -2.824 1.352  0.37
H -4.244 -2.461 -0.296  0.35
H -1.482 -4.587 -0.500  0.38
H 0.862 -3.914 -0.883  0.47
H 1.780 -0.204 0.949  0.14
H 4.592 -1.048 -1.329  0.49
H 6.779 0.111 -1.056  0.36
H 5.426 2.325 2.082  0.36
H 3.168 1.285 1.978  0.36
H -0.175 0.112 0.144  0.65
H -2.257 2.466 1.748  0.42
H -3.558 2.807 0.575  0.33
H -1.950 4.685 0.496  0.36
H -0.597 3.540 0.241  0.31
H -1.854 2.777 -3.030  0.34
H -0.533 2.403 -1.883  0.33
H -2.106 0.508 -1.877  0.42
H -3.483 1.601 -1.583  0.34

Calculated total energy in a.u.: -1522.62341
Energy relative to the best compared isomer or geometry (same formula, charge and spin) in kJ/mol: 186.8
E_HOMO in eV: -9.431
SMILES: Cc1ccc(C(=O)Nc2ccncc2)cc1S(=O)(=O)N1CCOCC1
Frontier orbital gap in eV: 9.5
E_LUMO in eV: 0.0